# 1
Molecular formula: C18H34FN2O2
Method: DFT, ωB97M-V with the def2-TZVPD basis set

Geometry as XYZ:
```
57
Properties=species:S:1:pos:R:3:lowdin_charge:R:1
C 2.683 0.490 0.023 -0.275
H 1.242 -0.152 1.620 0.115
H -1.444 -2.389 2.323 0.099
C -1.197 2.474 -0.237 -0.201
H 1.591 2.664 1.874 0.140
H 1.836 3.291 -1.593 0.190
C -2.723 2.310 0.029 -0.181
H -3.206 2.143 -0.951 0.107
H 3.213 -0.764 -1.837 0.127
H -2.638 -0.649 -0.676 0.090
H -5.160 0.906 0.090 0.115
O 6.080 0.761 -0.865 0.215
H 4.376 0.547 1.534 0.138
H -3.518 1.576 1.895 0.112
H -1.061 -3.493 0.931 0.094
H 2.839 -0.888 1.787 0.120
H -3.136 3.240 0.446 0.113
C -4.308 -2.049 -0.826 -0.167
C 2.660 -2.800 0.188 -0.097
O -3.037 -2.856 1.066 -0.176
C -3.322 -3.118 -0.311 -0.224
H -2.422 -3.110 -0.956 0.123
H 0.845 -2.143 0.798 0.065
C 2.636 0.103 -1.502 -0.073
H 2.877 -2.969 -0.884 0.079
C 2.003 1.861 -0.112 -0.125
H 2.457 1.429 -3.121 0.140
H 3.624 -2.548 0.659 0.074
H -4.559 -2.294 -1.873 0.114
H 1.560 -0.110 -1.636 0.133
H -1.302 -1.746 0.676 0.057
C 5.261 0.123 -0.382 -0.490
C -4.308 0.279 0.385 -0.186
H -5.209 -2.080 -0.190 0.116
C -3.123 1.124 0.965 -0.207
H -0.765 2.396 1.890 0.134
N 2.172 2.388 -1.274 0.166
C 2.094 -0.552 1.045 -0.135
N 1.633 -1.739 0.302 -0.103
H -1.025 3.533 -0.524 0.111
H -0.936 1.884 -1.139 0.109
F 5.267 -1.201 -0.625 0.116
C -3.738 -0.600 -0.784 -0.194
C -0.279 2.088 0.948 -0.181
H 2.304 -3.753 0.607 0.089
C 4.180 0.789 0.478 0.007
H 4.347 1.873 0.381 0.135
H -4.601 -0.432 1.178 0.107
H -0.267 0.984 0.993 0.086
H -3.768 -4.125 -0.421 0.127
C 1.163 2.668 0.856 -0.075
H -2.319 0.406 1.175 0.081
H -3.976 -0.080 -1.729 0.107
H 4.001 1.740 -2.332 0.139
C 2.953 1.479 -2.135 -0.083
C -1.662 -2.620 1.267 -0.145
H 1.113 3.711 0.503 0.127
```

Orbital gap   8.05 eV
Multiplicity   1
Net charge   +1
HOMO   -12.0 eV
E_LUMO   -3.92 eV

# 2
Molecular formula: C18H34HgO34PS7
Method: DFT, ωB97M-V with the def2-TZVPD basis set

Geometry as XYZ:
```
95
Properties=species:S:1:pos:R:3:lowdin_charge:R:1
C 2.405 0.583 2.520 -0.198
O -1.722 -1.340 -0.971 -0.451
O 4.524 -3.869 -0.160 -0.220
H -2.391 2.950 -0.589 0.093
H 0.156 -6.028 -0.222 0.127
O 2.211 -3.497 -1.218 -0.227
O -2.581 0.580 0.178 -0.453
H -3.868 -1.661 2.300 0.127
H 0.982 -2.245 1.348 0.125
C -1.621 -1.333 2.479 -0.245
C 1.752 -2.320 -0.534 -0.191
O -1.653 0.773 -1.946 -0.495
C -0.045 3.251 1.500 -0.144
H 2.658 2.641 1.897 0.104
H -3.304 0.044 2.550 0.110
H 2.475 1.520 -0.572 0.100
H -1.478 -1.771 1.491 0.098
O -0.652 5.259 -1.456 -0.237
S 0.382 -0.007 -5.749 0.733
O 1.586 3.759 -2.369 -0.212
O 3.966 2.194 3.269 -0.166
O -2.452 7.121 -1.536 -0.212
H -0.715 -4.062 0.401 0.121
O 0.748 3.613 2.641 -0.252
S 2.800 4.277 -1.470 0.767
H -1.444 1.661 1.747 0.071
O 3.481 2.784 -1.707 -0.204
O -3.146 4.848 -0.708 -0.207
C -3.124 3.518 -1.162 -0.216
H 4.008 1.481 1.434 0.138
H 0.771 2.072 -3.108 0.119
O 2.385 4.397 -0.060 -0.247
H 0.697 -2.214 -0.786 0.091
O 0.079 0.269 0.093 -0.304
C 3.263 1.777 2.172 -0.250
H -3.739 3.240 -3.178 0.121
O -2.639 4.985 -2.855 -0.215
O 1.197 -0.110 -4.323 -0.216
C -2.618 -6.471 -0.422 -0.396
H 0.645 -0.655 -2.391 0.087
C 1.191 2.438 -2.171 -0.173
O -0.554 1.073 -5.736 -0.229
H 2.833 0.977 -2.249 0.128
S -2.043 5.741 -1.527 0.742
C 0.737 -1.075 -3.393 -0.176
H -1.740 -3.810 -0.968 0.106
H 0.543 2.556 0.901 0.099
O 3.333 -0.071 3.323 -0.194
H 2.747 -2.077 1.315 0.120
H -2.012 2.909 -2.894 0.099
O 3.022 -5.840 -0.587 -0.233
C -1.226 2.627 2.202 -0.214
C -0.533 -5.629 -0.967 -0.185
O -0.762 5.010 4.223 -0.271
H -1.194 -7.689 -1.560 0.125
Hg -3.603 -0.101 -1.715 1.328
C 1.903 -2.648 0.927 -0.214
O -0.346 -1.458 -5.365 -0.209
P -1.316 0.089 -0.524 -0.007
H 0.342 2.265 -1.509 0.087
C 2.490 1.802 -1.624 -0.181
H 2.115 -0.001 1.646 0.101
H -1.277 -0.309 2.333 0.084
S 3.939 0.979 4.453 0.788
C -1.339 -4.590 -0.320 -0.193
O -3.299 -1.325 4.135 -0.205
H -4.156 3.205 -1.004 0.127
O 5.295 0.697 4.916 -0.248
H -0.341 4.211 1.078 0.124
C -3.131 -1.009 2.770 -0.157
H 1.473 0.901 2.988 0.131
H -1.926 -6.458 -2.476 0.124
C -1.505 -6.646 -1.488 -0.060
O 2.279 -3.977 1.012 -0.182
O -1.075 -1.947 3.553 -0.167
S -1.901 -1.667 4.938 0.734
O -1.464 -0.432 5.584 -0.241
H -2.126 3.242 2.204 0.133
S 3.208 -4.433 -0.277 0.726
O -2.029 -2.851 5.786 -0.245
O 0.840 3.200 5.182 -0.236
C -0.609 -1.518 -3.960 -0.189
O -2.433 -5.291 0.248 0.034
H -0.909 -2.494 -3.578 0.128
H 2.307 -1.453 -0.893 0.125
H 0.069 -5.210 -1.774 0.119
C -2.838 3.584 -2.669 -0.172
H 1.347 -1.977 -3.342 0.129
H -1.487 -0.922 -3.715 0.079
O 2.923 1.266 5.483 -0.250
O 1.216 -0.224 -6.946 -0.246
S -0.008 3.721 4.099 0.783
O -3.540 -7.245 -0.081 0.056
O 3.596 5.375 -2.097 -0.245
O -1.005 2.498 3.583 -0.208
```

Orbital gap   5.50 eV
Multiplicity   1
Net charge   -1
HOMO   -8.2 eV
E_LUMO   -2.69 eV

# 3
Molecular formula: C18H34N2O9PdS3
Method: DFT, ωB97M-V with the def2-TZVPD basis set

Geometry as XYZ:
```
67
Properties=species:S:1:pos:R:3:lowdin_charge:R:1
S -1.454 1.457 3.128 0.814
H 2.678 2.147 -1.596 0.098
H -1.729 1.965 5.352 0.053
H -4.680 1.682 -0.912 0.107
H 4.982 -3.607 -2.647 0.053
C -0.126 3.746 -3.183 -0.344
H -3.044 -3.500 3.752 0.071
H -1.821 3.130 1.755 0.045
C 0.484 1.275 -3.172 0.008
C 2.993 -0.597 0.971 -0.004
O -0.285 4.803 -3.764 0.101
H 2.722 -1.201 0.069 0.081
H 1.223 -3.842 -2.986 0.055
H 1.361 -2.483 4.240 0.056
H -0.995 4.309 -1.274 0.112
C 0.380 2.538 -3.883 -0.335
C 0.484 -2.471 3.609 -0.231
C -0.487 3.533 -1.779 0.031
H -1.757 -1.930 -2.582 0.095
H 5.201 -3.408 -0.842 0.055
C 4.535 -3.238 -1.714 -0.267
H -1.637 -0.606 -3.782 0.067
C -2.284 -1.067 -3.048 0.019
H -3.134 1.088 4.763 0.088
H 0.440 -1.471 3.338 -0.005
O 0.343 0.053 -1.176 -0.133
H -4.016 3.016 -1.771 0.080
H 4.062 -0.364 0.861 0.096
H 1.584 2.375 0.407 0.139
H 2.889 -3.905 -3.778 0.055
N 2.292 1.660 0.364 0.058
C -3.718 2.057 -1.381 -0.052
H -1.617 0.264 5.054 0.053
O -0.780 2.108 0.105 -0.251
H 4.396 -2.150 -1.633 0.045
H 0.558 -3.165 2.802 0.054
Pd -0.824 0.149 0.561 1.109
H 0.874 0.493 -3.769 0.102
H 4.010 2.491 -0.508 0.098
H -3.003 2.177 -0.560 0.060
C 2.273 -3.505 -2.963 -0.279
H -1.600 -3.679 2.709 0.045
C 0.207 1.133 -1.834 -0.414
C 3.220 1.759 -0.710 -0.046
H -1.994 3.800 3.486 0.078
O 1.065 0.439 1.809 -0.145
O -2.594 -0.325 -0.756 -0.052
S -0.917 -2.922 4.685 0.782
O -2.242 0.480 2.323 -0.561
H -3.224 -1.424 -3.479 0.084
H -3.270 1.286 -3.397 0.164
H 2.839 -1.369 1.780 0.112
O -0.771 -4.311 5.153 -0.541
C -0.364 2.364 -1.154 -0.338
C 2.081 0.535 1.021 -0.505
C -2.097 -3.055 3.420 -0.280
O 0.863 2.688 -5.025 0.054
O 2.221 -3.623 -0.314 -0.571
H 3.607 0.797 -0.962 0.073
H -3.304 2.736 2.835 0.067
S 2.982 -4.201 -1.472 0.819
H -2.301 -2.024 3.093 0.039
H 2.289 -2.397 -2.779 0.067
C -2.046 1.207 4.688 -0.287
C -2.646 -0.034 -1.951 -0.518
N -3.133 1.150 -2.385 0.053
C -2.245 2.983 2.787 -0.237
```

Orbital gap (alpha / beta)   7.64 / 6.95 eV
Multiplicity   3
HOMO (alpha / beta)   -7.8 / -7.8 eV
E_LUMO (alpha / beta)   -0.18 / -0.86 eV

# 4
Molecular formula: C18H34N7O5SY
Method: DFT, ωB97M-V with the def2-TZVPD basis set

Geometry as XYZ:
```
66
Properties=species:S:1:pos:R:3:lowdin_charge:R:1
O -0.218 -2.092 1.883 -0.651
H -0.621 -4.079 0.372 0.088
C 2.263 2.622 4.847 0.009
H -2.191 1.740 -2.380 0.112
O -3.338 1.080 -0.523 0.080
C 0.996 -2.463 -2.104 -0.132
O -1.469 0.475 0.532 -0.202
C -2.367 -1.034 -1.126 -0.100
H 0.164 -5.442 2.499 0.122
C -1.215 2.857 -3.960 -0.040
H 0.582 4.860 -1.917 0.137
H 1.969 1.622 -2.185 0.106
H 2.548 3.278 2.042 0.152
H -1.542 -6.302 0.936 0.129
C -1.171 -4.041 3.459 -0.287
N 1.828 -1.824 -1.044 -0.035
H -1.172 4.693 -2.067 0.142
N 1.136 0.528 2.089 0.061
N 2.037 1.924 3.591 -0.071
H 3.226 3.122 4.803 0.104
C -1.598 -4.145 0.850 -0.302
H 1.493 -2.483 -3.072 0.125
H -2.704 -0.860 -2.147 0.125
N -0.120 1.686 -2.051 -0.138
O -0.689 -1.326 -3.371 0.026
H -2.059 -4.078 4.090 0.100
H -1.065 2.860 -0.610 0.125
C 1.214 2.957 -3.724 -0.048
H -1.072 -6.201 3.503 0.127
Y 0.198 -0.587 0.268 1.455
H -2.373 -3.914 0.123 0.090
C 1.142 0.964 3.369 -0.358
H -3.079 -1.720 -0.658 0.121
C -1.280 1.673 -2.967 -0.114
H 2.034 3.602 -3.413 0.138
H 3.784 2.061 2.397 0.155
H 1.089 0.792 -3.485 0.126
C 2.027 1.266 1.400 -0.463
N -1.022 -1.624 -1.095 -0.127
H -0.038 4.539 -4.169 0.195
H -0.337 -3.635 4.030 0.098
H 2.459 -1.165 -1.490 0.091
H 2.434 -2.522 -0.628 0.105
H 1.342 2.719 -4.778 0.141
H 2.292 1.915 5.676 0.100
C -0.882 -5.387 2.805 -0.216
H 1.491 3.371 5.032 0.107
H 0.704 2.942 -0.605 0.108
C -1.793 -5.463 1.583 -0.215
N 0.333 0.452 4.280 0.260
O 2.186 1.119 0.184 -0.023
H 0.270 0.826 5.211 0.129
C -0.178 2.909 -1.242 -0.127
C -0.223 4.166 -2.147 -0.045
H -0.323 -0.249 3.980 0.118
C -0.348 -1.723 -2.262 -0.558
H 0.768 -3.487 -1.815 0.121
H -2.834 -5.579 1.891 0.126
H -2.121 3.460 -3.927 0.142
H -1.055 2.528 -4.985 0.142
H -1.284 0.729 -3.503 0.106
C 2.708 2.240 2.343 0.002
N -0.061 3.719 -3.565 -0.087
C 1.111 1.679 -2.852 -0.128
S -1.542 -2.836 2.126 1.032
C -2.445 0.287 -0.328 -0.610
```

Orbital gap   9.21 eV
Multiplicity   1
Net charge   +2
HOMO   -13.7 eV
E_LUMO   -4.46 eV